No. 1
ORCA calculation (ωB97M-V with the def2-TZVPD basis set) on the ion C3H7NO2S with charge +1.

Geometry as ORCA input:
```
! wB97M-V def2-TZVPD RIJCOSX def2/J DEFGRID3
* xyz 1 2
C -0.185 0.949 0.071
C -0.980 0.060 -0.922
S -2.156 0.976 -1.894
N 0.999 0.250 0.522
C 0.847 -1.029 1.033
O 2.010 -1.458 1.518
O -0.168 -1.681 1.004
H 0.180 1.826 -0.462
H -0.869 1.272 0.860
H -1.558 -0.667 -0.358
H -0.368 -0.518 -1.622
H -1.278 1.620 -2.697
H 1.649 0.764 1.106
H 1.877 -2.364 1.840
*
```

Properties
HOMO-LUMO gap (alpha / beta): 10.21 / 4.96 eV
E_HOMO (alpha / beta): -14.29 / -14.25 eV
<S²>: 0.7533

No. 2
ORCA calculation (ωB97M-V with the def2-TZVPD basis set) on a structure of composition C32H32N7O5S4Tl.

Geometry as ORCA input:
```
! wB97M-V def2-TZVPD RIJCOSX def2/J DEFGRID3
* xyz 0 1
Tl 0.177 0.460 -0.527
O -0.845 -0.582 3.702
C -0.590 -0.640 2.506
O -1.130 0.044 1.565
C 0.442 -1.621 2.003
C 1.046 -2.543 2.833
C 1.985 -3.407 2.284
C 2.278 -3.322 0.933
C 1.639 -2.353 0.176
N 0.744 -1.540 0.713
C 1.952 -2.167 -1.304
O 2.709 -2.988 -1.822
O 1.372 -1.173 -1.839
H 0.775 -2.553 3.879
H 2.486 -4.138 2.909
H 2.996 -3.965 0.441
S -0.077 1.385 -2.956
C 1.639 1.592 -2.879
C 2.421 1.890 -4.006
C 3.791 1.942 -3.872
C 4.375 1.716 -2.626
C 3.535 1.479 -1.559
N 2.206 1.437 -1.678
H 1.937 2.037 -4.962
H 4.414 2.149 -4.735
H 5.449 1.710 -2.493
H 3.934 1.296 -0.566
C 6.346 -0.238 1.228
C 5.156 -0.595 2.127
C 4.031 0.379 1.976
N 2.872 0.096 1.514
N 2.015 1.169 1.370
C 2.582 2.296 1.734
N 2.001 3.514 1.730
S 4.213 2.089 2.320
H 7.144 -0.971 1.348
H 6.746 0.746 1.478
H 6.040 -0.232 0.181
H 5.478 -0.620 3.171
H 4.764 -1.575 1.860
H 1.134 3.599 1.198
H 2.603 4.317 1.751
O -2.385 0.174 -0.921
S -3.028 -1.065 -0.332
C -4.427 -1.375 -1.442
C -5.354 -2.354 -1.123
C -6.367 -2.644 -2.026
C -6.442 -1.958 -3.232
C -5.519 -0.964 -3.529
C -4.507 -0.662 -2.626
C -2.077 -2.481 -0.923
C -1.451 -2.406 -2.157
C -0.752 -3.507 -2.625
C -0.671 -4.658 -1.852
C -1.299 -4.719 -0.615
C -2.015 -3.628 -0.146
H -5.288 -2.891 -0.183
H -7.092 -3.412 -1.791
H -7.229 -2.195 -3.938
H -5.576 -0.429 -4.469
H -3.781 0.118 -2.823
H -1.506 -1.494 -2.741
H -0.262 -3.460 -3.588
H -0.099 -5.505 -2.209
H -1.227 -5.617 -0.014
H -2.513 -3.663 0.818
C -1.895 5.810 1.308
N -2.006 4.522 1.954
C -2.843 4.348 3.141
C -2.822 2.827 3.357
N -2.156 2.340 2.152
C -1.678 3.325 1.414
S -0.749 3.150 -0.011
H -2.884 6.195 1.041
H -1.305 5.699 0.404
H -1.410 6.527 1.974
H -3.849 4.731 2.951
H -2.423 4.893 3.985
H -3.820 2.402 3.440
H -2.253 2.542 4.241
H -1.829 1.364 2.024
*
```

Properties
HOMO-LUMO gap: 7.12 eV
E_HOMO: -7.68 eV

No. 3
ORCA calculation (ωB97M-V with the def2-TZVPD basis set) on a cluster of 2 separate species, C4H4 in total.

Geometry as ORCA input:
```
! wB97M-V def2-TZVPD RIJCOSX def2/J DEFGRID3
* xyz 0 1
C 1.202 0.594 0.159
C 1.391 -0.699 0.025
C 0.133 -0.198 -0.373
C -1.847 0.049 0.180
H 1.398 1.544 0.658
H 2.117 -1.462 -0.072
H -2.096 -0.823 -0.403
H -2.299 0.995 -0.174
*
```

Properties
HOMO-LUMO gap: 7.96 eV
E_HOMO: -7.58 eV

No. 4
ORCA calculation (ωB97M-V with the def2-TZVPD basis set) on a structure of composition C24H21Cl3F3N6O2Ru.

Geometry as ORCA input:
```
! wB97M-V def2-TZVPD RIJCOSX def2/J DEFGRID3
* xyz 2 2
Ru 0.224 0.333 -0.114
C 0.388 0.514 -4.558
C 0.155 1.063 -3.187
O 0.637 0.487 -2.202
N -0.627 2.150 -3.074
C -1.040 2.655 -1.771
C -2.131 1.793 -1.148
C -3.438 2.234 -1.109
C -4.429 1.412 -0.588
C -4.075 0.149 -0.148
C -2.747 -0.231 -0.216
N -1.782 0.566 -0.691
H 1.213 -0.190 -4.529
H 0.597 1.306 -5.276
H -0.511 -0.013 -4.882
H -1.045 2.529 -3.910
H -1.375 3.684 -1.877
H -0.154 2.661 -1.134
H -3.676 3.220 -1.484
H -5.456 1.748 -0.542
H -4.807 -0.545 0.237
H -2.427 -1.213 0.107
C -1.852 -0.313 4.237
N -1.356 0.900 3.577
C -1.422 2.122 4.172
C -0.933 3.234 3.581
C -0.327 3.084 2.299
N -0.332 1.897 1.691
C -0.819 0.808 2.328
O -0.733 -0.288 1.724
N 0.242 4.117 1.679
H -1.889 -0.132 5.307
H -1.173 -1.133 4.020
H -2.845 -0.561 3.866
H -1.873 2.140 5.154
H -0.983 4.190 4.078
H 0.321 5.010 2.136
H 0.771 3.971 0.835
Cl 4.045 -1.288 2.731
C 4.034 0.438 2.356
Cl 3.562 1.394 3.775
Cl 5.577 0.983 1.702
C 3.000 0.650 1.340
N 2.201 0.828 0.540
F 5.610 -6.921 -1.738
C 4.479 -6.914 -2.462
F 4.819 -6.871 -3.754
F 3.852 -8.078 -2.237
C 3.610 -5.745 -2.065
C 3.330 -4.728 -2.969
C 2.607 -3.627 -2.554
C 2.163 -3.541 -1.225
C 2.427 -4.591 -0.329
C 3.145 -5.687 -0.752
C 1.499 -2.376 -0.787
C 0.829 -1.415 -0.390
H 3.683 -4.799 -3.988
H 2.399 -2.818 -3.239
H 2.065 -4.531 0.688
H 3.352 -6.501 -0.071
*
```

Properties
HOMO-LUMO gap (alpha / beta): 7.77 / 6.21 eV
E_HOMO (alpha / beta): -13.36 / -13.61 eV
<S²>: 0.7838

No. 5
ORCA calculation (ωB97M-V with the def2-TZVPD basis set) on an isolated molecule of C3H3N3O.

Geometry as ORCA input:
```
! wB97M-V def2-TZVPD RIJCOSX def2/J DEFGRID3
* xyz 0 1
O -0.724 -1.607 1.104
C -0.181 -0.562 0.437
C 0.947 -0.831 -0.418
N 0.982 0.001 -1.431
N 0.767 0.886 -2.115
C -0.824 1.755 -0.047
N -0.633 0.634 0.529
H -1.479 -1.277 1.614
H 1.705 -1.589 -0.305
H -0.560 2.590 0.632
*
```

Properties
HOMO-LUMO gap: 8.03 eV
E_HOMO: -7.67 eV

No. 6
ORCA calculation (ωB97M-V with the def2-TZVPD basis set) on a structure of composition C13H17AgBF3N2O6.

Geometry as ORCA input:
```
! wB97M-V def2-TZVPD RIJCOSX def2/J DEFGRID3
* xyz -2 1
Ag 3.116 -0.141 -1.384
C -0.507 -0.722 -2.226
C -0.968 -1.538 -1.069
N -0.287 -1.738 0.028
C -1.087 -2.526 0.832
C -2.273 -2.807 0.186
N -2.170 -2.171 -1.018
C -3.545 -3.570 0.468
O -3.612 -4.171 1.577
O -4.394 -3.549 -0.439
C -0.659 -2.932 2.202
O -1.510 -3.701 2.873
O 0.385 -2.569 2.696
H 0.431 -0.244 -1.952
H -1.239 0.049 -2.481
H -0.322 -1.339 -3.107
H -2.917 -2.219 -1.692
H -2.369 -3.899 2.346
F 2.260 -1.966 -3.721
C 3.359 -1.737 -2.895
F 3.677 -3.011 -2.460
F 4.372 -1.484 -3.831
C 3.772 3.549 2.730
C 2.838 2.624 1.968
C 2.113 1.697 2.941
O 3.609 1.800 1.085
B 2.823 1.487 -0.048
O 1.720 2.361 -0.047
C 1.870 3.335 0.989
C 0.502 3.660 1.567
C 2.480 4.585 0.357
H 4.409 2.955 3.387
H 3.205 4.254 3.346
H 4.413 4.110 2.051
H 2.855 1.077 3.446
H 1.437 1.026 2.412
H 1.551 2.256 3.694
H -0.014 2.753 1.874
H -0.104 4.154 0.805
H 0.589 4.330 2.428
H 3.470 4.363 -0.043
H 2.558 5.408 1.073
H 1.841 4.899 -0.470
*
```

Properties
HOMO-LUMO gap: 6.69 eV
E_HOMO: -2.28 eV

No. 7
ORCA calculation (ωB97M-V with the def2-TZVPD basis set) on a cluster of 2 separate species, C24H16F3N2O3 in total.

Geometry as ORCA input:
```
! wB97M-V def2-TZVPD RIJCOSX def2/J DEFGRID3
* xyz -1 1
F 2.733 1.375 1.925
C 2.478 0.215 2.557
F 3.095 -0.803 1.929
F 2.888 0.284 3.838
C 0.980 -0.033 2.540
C 0.492 -1.328 2.542
C -0.861 -1.559 2.534
C -1.775 -0.494 2.529
C -3.172 -0.743 2.525
C -4.118 0.180 2.542
N -4.979 1.004 2.565
C -1.259 0.812 2.536
C 0.097 1.033 2.542
H 1.199 -2.144 2.549
H -1.237 -2.567 2.535
H -3.505 -1.765 2.521
H -1.947 1.639 2.539
H 0.504 2.034 2.550
O -9.941 -2.753 4.923
N -9.546 -1.637 5.282
O -10.310 -0.681 5.462
C -8.114 -1.443 5.505
C -7.628 -0.214 5.905
C -6.280 -0.037 6.103
C -5.379 -1.085 5.905
C -3.959 -0.876 6.147
C -3.014 -1.817 6.042
C -1.616 -1.577 6.423
C -0.952 -2.557 7.316
C -1.675 -3.573 7.932
C -1.057 -4.450 8.794
C 0.291 -4.326 9.058
C 1.020 -3.321 8.454
C 0.403 -2.443 7.589
O -1.023 -0.586 6.047
C -5.892 -2.322 5.511
C -7.241 -2.494 5.313
H -8.330 0.590 6.051
H -5.905 0.920 6.423
H -3.656 0.099 6.491
H -3.272 -2.802 5.695
H -2.732 -3.654 7.742
H -1.629 -5.231 9.267
H 0.771 -5.008 9.742
H 2.071 -3.219 8.668
H 0.954 -1.644 7.119
H -5.226 -3.154 5.369
H -7.651 -3.442 5.006
*
```

Properties
HOMO-LUMO gap: 3.97 eV
E_HOMO: -2.82 eV

| no. | largest force on an atom (eV/A) |
| --- | --- |
| 1 | 0.8 |
| 2 | 0.6 |
| 3 | 3.2 |
| 4 | 1.1 |
| 5 | 1.4 |
| 6 | 0.3 |
| 7 | 5.6 |